(1)
Molecular formula: C39H80BFO12S6
Method: DFT, the ωB97M-V functional and the def2-TZVPD basis

```
139
Properties=species:S:1:pos:R:3:mulliken_charge:R:1
C 7.58 -1.62 1.33 -1.383
C 6.09 -2.00 1.19 -0.182
C 5.85 -3.05 0.11 -0.681
C 4.47 -3.74 0.21 -0.838
C 3.51 -3.48 -0.99 -1.066
C 2.23 -2.69 -0.61 0.936
C 1.97 -1.44 -1.50 -0.245
C 1.61 -0.16 -0.73 -0.264
C 0.10 0.10 -0.57 0.463
C -0.30 0.75 0.76 -1.072
C -0.54 -0.20 1.92 -0.707
C -1.97 -0.78 1.90 0.272
C -2.05 -2.21 2.52 -0.123
B -2.08 -3.30 1.39 -0.086
C -0.73 -4.10 1.12 1.989
C -0.80 -5.30 0.19 -0.957
F -0.29 -4.55 2.41 -0.417
H 8.17 -2.53 1.44 0.354
H 7.73 -0.99 2.21 0.375
H 7.91 -1.07 0.45 0.318
H 5.73 -2.36 2.16 0.358
H 5.53 -1.08 0.97 0.086
H 6.64 -3.80 0.19 0.370
H 5.96 -2.59 -0.88 0.353
H 3.98 -3.47 1.15 0.465
H 4.64 -4.82 0.27 0.392
H 4.05 -2.95 -1.77 0.538
H 3.21 -4.44 -1.40 0.423
H 2.27 -2.38 0.43 0.311
H 1.39 -3.38 -0.75 -0.842
H 2.89 -1.23 -2.05 0.695
H 1.20 -1.66 -2.25 -0.699
H 2.15 -0.11 0.22 0.628
H 1.98 0.67 -1.34 -0.567
H -0.47 -0.83 -0.75 0.381
H -0.19 0.79 -1.37 -0.445
H -1.21 1.36 0.60 0.341
H 0.48 1.47 1.03 0.448
H -0.42 0.37 2.85 0.438
H 0.20 -1.01 1.96 0.313
H -2.60 -0.14 2.54 0.271
H -2.41 -0.74 0.90 -0.028
H -1.21 -2.39 3.19 0.381
H -2.98 -2.29 3.09 -0.570
H -3.07 -3.51 0.77 -0.192
H 0.01 -3.36 0.77 -1.143
H -0.06 -6.03 0.53 0.375
H -0.56 -5.01 -0.83 0.047
H -1.80 -5.74 0.21 0.291
O -5.62 -2.64 0.13 -0.708
S -5.80 -1.39 0.84 1.231
O -4.80 -0.35 0.76 -0.643
C -7.40 -0.71 0.41 -0.792
C -8.35 -1.32 1.44 -0.734
C -7.61 -1.23 2.79 -0.738
C -6.19 -1.74 2.56 0.341
H -7.63 -0.98 -0.62 0.450
H -7.33 0.37 0.51 0.295
H -9.30 -0.78 1.46 0.376
H -8.56 -2.36 1.19 0.308
H -7.58 -0.20 3.13 0.272
H -8.11 -1.81 3.56 0.414
H -5.46 -1.23 3.18 -0.682
H -6.11 -2.82 2.69 0.447
O 3.29 3.13 -0.66 -0.620
S 2.19 3.92 -1.17 1.328
O 0.99 4.09 -0.39 -0.720
C 2.82 5.52 -1.66 -0.577
C 3.22 5.32 -3.12 -0.647
C 2.08 4.51 -3.75 -0.780
C 1.76 3.34 -2.81 0.142
H 3.65 5.80 -1.01 0.097
H 2.01 6.24 -1.56 0.323
H 3.36 6.28 -3.62 0.441
H 4.16 4.77 -3.18 0.273
H 1.19 5.15 -3.86 0.281
H 2.33 4.14 -4.75 0.392
H 0.71 3.07 -2.79 -0.211
H 2.37 2.47 -3.03 0.428
O 5.97 7.38 -0.34 -0.657
S 6.83 6.22 -0.33 1.225
O 7.30 5.65 -1.56 -0.683
C 8.21 6.53 0.76 -0.744
C 7.72 6.07 2.13 -0.582
C 6.98 4.75 1.89 -0.748
C 6.05 4.95 0.68 -0.479
H 8.47 7.58 0.71 0.405
H 9.04 5.92 0.41 0.337
H 8.54 5.95 2.83 0.357
H 7.03 6.81 2.54 0.291
H 7.71 3.96 1.66 0.319
H 6.41 4.43 2.76 0.337
H 5.93 4.05 0.09 0.342
H 5.07 5.32 0.98 0.320
O -1.09 2.30 -3.51 -0.663
S -2.45 2.05 -3.92 1.055
O -2.74 1.09 -4.95 -0.722
C -3.42 1.72 -2.46 0.058
C -3.89 3.10 -2.00 -0.696
C -4.32 3.84 -3.28 -0.616
C -3.21 3.63 -4.32 -0.699
H -2.80 1.20 -1.73 -0.294
H -4.26 1.09 -2.76 0.357
H -4.70 3.02 -1.29 0.403
H -3.07 3.63 -1.52 0.309
H -5.26 3.43 -3.65 0.296
H -4.48 4.90 -3.09 0.365
H -3.59 3.58 -5.34 0.352
H -2.44 4.39 -4.25 0.326
O -5.40 0.54 4.98 -0.643
S -5.37 -0.38 6.10 1.349
O -6.57 -1.05 6.53 -0.742
C -4.07 -1.58 5.83 0.700
C -2.83 -0.94 6.44 -0.529
C -3.28 -0.33 7.77 -0.762
C -4.58 0.44 7.50 -0.775
H -3.98 -1.77 4.76 -0.982
H -4.35 -2.49 6.35 0.415
H -2.03 -1.67 6.57 0.444
H -2.45 -0.15 5.77 0.233
H -3.47 -1.13 8.49 0.319
H -2.53 0.32 8.20 0.372
H -5.27 0.41 8.34 0.388
H -4.40 1.47 7.21 0.370
O 1.14 -4.65 -3.61 -0.703
S -0.27 -4.73 -3.93 1.350
O -1.21 -5.15 -2.93 -0.751
C -0.78 -3.19 -4.68 -0.392
C -0.52 -3.40 -6.17 -0.747
C -1.01 -4.82 -6.49 -0.579
C -0.46 -5.75 -5.41 -0.812
H -0.21 -2.38 -4.24 0.107
H -1.84 -3.06 -4.47 0.364
H -1.03 -2.64 -6.77 0.380
H 0.55 -3.32 -6.37 0.325
H -2.10 -4.83 -6.48 0.291
H -0.69 -5.14 -7.48 0.332
H -1.13 -6.57 -5.17 0.361
H 0.53 -6.13 -5.66 0.357
```

Computed properties:
HOMO level ... -9.6105 eV
Total charge ... 0
Kohn-Sham gap ... 9.99 eV
SMILES ... CCCCCCCCCCCCCB[C@H](C)F.O=S1(=O)CCCC1.O=S1(=O)CCCC1.O=S1(=O)CCCC1.O=S1(=O)CCCC1.O=S1(=O)CCCC1.O=S1(=O)CCCC1
E_LUMO ... 0.382 eV

=====

(2)
Molecular formula: C39H51CsN4O2P2S
Method: DFT, the ωB97M-V functional and the def2-TZVPD basis

```
100
Properties=species:S:1:pos:R:3:mulliken_charge:R:1
Cs 1.12 -0.18 -0.73 2.520
C 5.14 0.49 -1.55 -0.918
C 4.41 1.29 -2.60 0.182
C 3.85 2.45 -1.81 -0.804
C 4.16 2.28 -0.51 -0.275
C 4.96 1.06 -0.36 -0.327
H 5.68 -0.41 -1.80 0.511
H 5.03 1.56 -3.46 0.477
H 3.29 3.25 -2.25 0.490
H 3.90 2.94 0.30 0.452
H 5.35 0.72 0.59 0.446
C -2.68 0.64 2.57 -1.245
C -2.53 1.91 1.73 -0.103
C -2.71 3.15 2.61 -1.586
P -0.91 1.83 0.77 -0.197
C -0.98 3.47 -0.14 0.834
C -2.06 3.42 -1.22 -1.844
C 0.39 3.76 -0.77 -1.162
C 0.31 2.19 2.08 2.253
C 0.63 3.47 2.52 -0.054
C 1.59 3.70 3.49 -0.913
C 2.27 2.61 4.04 -0.918
C 1.96 1.33 3.64 -0.357
C 0.96 1.07 2.66 -3.322
N 0.69 -0.21 2.25 1.900
C 0.68 -1.22 3.19 -2.480
C 0.23 -1.02 4.52 0.013
C 0.15 -2.05 5.42 -0.932
C 0.50 -3.35 5.05 -0.991
C 0.93 -3.57 3.75 -0.030
C 1.04 -2.54 2.82 1.080
P 1.65 -2.76 1.12 1.384
C 3.49 -2.98 1.49 0.639
C 4.33 -2.74 0.22 -1.227
C 3.91 -4.28 2.16 -1.671
C 1.08 -4.50 0.73 0.344
C -0.45 -4.56 0.79 -1.587
C 1.56 -4.91 -0.66 -1.466
H -3.62 0.67 3.12 0.569
H -1.86 0.55 3.29 0.211
H -2.68 -0.24 1.94 0.072
H -3.30 1.90 0.96 0.605
H -1.91 3.23 3.34 0.239
H -3.66 3.07 3.15 0.511
H -2.74 4.07 2.02 0.304
H -1.22 4.28 0.55 0.367
H -1.91 2.56 -1.88 0.271
H -2.03 4.32 -1.83 0.474
H -3.06 3.34 -0.78 0.389
H 0.63 3.02 -1.53 -0.137
H 1.18 3.74 -0.02 0.174
H 0.39 4.74 -1.24 0.602
H 0.12 4.33 2.11 0.216
H 1.82 4.71 3.81 0.446
H 3.04 2.77 4.78 0.392
H 2.49 0.48 4.05 0.516
H -0.07 -0.02 4.81 0.372
H -0.22 -1.86 6.42 0.398
H 0.44 -4.16 5.76 0.434
H 1.18 -4.59 3.46 0.240
H 3.69 -2.16 2.18 0.360
H 4.17 -3.54 -0.50 0.115
H 5.39 -2.72 0.47 0.506
H 4.06 -1.80 -0.25 0.101
H 3.72 -5.14 1.51 0.222
H 3.39 -4.43 3.11 0.359
H 4.99 -4.26 2.37 0.494
H 1.48 -5.21 1.47 0.349
H -0.87 -3.94 0.00 0.110
H -0.83 -4.22 1.75 0.306
H -0.80 -5.58 0.63 0.498
H 1.30 -4.14 -1.39 0.223
H 1.09 -5.85 -0.96 0.438
H 2.64 -5.05 -0.69 0.263
O 3.26 0.14 -4.16 -0.457
N 3.26 0.46 -3.01 0.331
O -1.00 -1.31 0.26 -0.352
H -1.64 -1.85 0.76 0.184
H -0.50 -0.83 0.97 -0.708
S -3.80 0.78 -6.45 -0.148
C -2.55 0.57 -5.19 0.399
C -1.57 1.54 -5.02 -0.543
C -0.62 1.35 -4.03 -0.506
N -0.59 0.29 -3.23 0.180
C -1.52 -0.64 -3.41 -0.445
C -2.52 -0.56 -4.37 -0.706
C -5.23 0.79 -5.37 0.122
C -5.62 1.98 -4.77 -0.175
C -6.72 1.95 -3.92 -0.423
N -7.41 0.85 -3.65 -0.572
C -7.03 -0.28 -4.24 -0.414
C -5.96 -0.37 -5.11 -0.034
H -1.57 2.43 -5.64 0.456
H 0.15 2.10 -3.86 0.379
H -1.48 -1.50 -2.74 0.347
H -3.25 -1.34 -4.48 0.366
H -5.08 2.89 -4.96 0.414
H -7.06 2.86 -3.43 0.367
H -7.62 -1.16 -4.00 0.360
H -5.70 -1.30 -5.58 0.454
```

Computed properties:
Energy above the lowest of the compared OMol25 structures with the same formula, charge and spin ... 14.0 kcal/mol
HOMO level ... -6.1043 eV
Total charge ... 0
Kohn-Sham gap ... 5.79 eV
E_LUMO ... -0.317 eV

=====

(3)
Molecular formula: C4H9N4
Method: DFT, the ωB97M-V functional and the def2-TZVPD basis

```
17
Properties=species:S:1:pos:R:3:lowdin_spin:R:1
C -0.70 -2.35 -0.79 0.431
C -0.86 -0.48 -1.83 0.478
C 1.49 0.99 0.85 0.010
C 0.13 1.10 0.24 0.022
N -1.24 -1.73 -1.84 -0.005
N 0.02 -1.45 -0.08 0.382
N -0.08 -0.25 -0.54 0.606
N -0.89 1.08 1.27 0.029
H -0.80 -3.41 -0.68 0.016
H -0.76 0.32 -2.63 0.017
H 1.40 0.21 1.56 0.000
H 1.79 2.00 1.07 0.000
H 2.29 0.57 0.10 0.000
H 0.14 1.89 -0.59 0.000
H -1.73 1.59 0.85 0.000
H 0.36 -1.60 0.91 0.009
H -0.56 1.51 2.15 0.004
```

Computed properties:
Energy above the lowest of the compared OMol25 structures with the same formula, charge and spin ... 52.0 kcal/mol
HOMO level (spin up / spin down) ... -11.3219 / -14.9296 eV
Total charge ... +1
Kohn-Sham gap (spin up / spin down) ... 8.43 / 7.34 eV
E_LUMO (spin up / spin down) ... -2.894 / -7.594 eV
2S+1 ... 3

=====

(4)
Molecular formula: C14H5Cl5NO4S
Method: DFT, the ωB97M-V functional and the def2-TZVPD basis

```
30
Properties=species:S:1:pos:R:3:mulliken_charge:R:1
Cl 1.66 0.42 -6.89 -0.156
C 1.05 -0.10 -5.38 0.426
C -0.22 0.21 -4.96 0.099
Cl -1.25 1.22 -5.88 -0.153
C -0.77 -0.29 -3.67 0.419
O -1.92 -0.04 -3.31 -0.601
C 0.15 -1.10 -2.84 0.102
Cl -0.59 -2.07 -1.64 -0.097
C 1.46 -1.27 -3.19 0.632
Cl 2.56 -2.00 -2.13 -0.166
C 2.01 -0.86 -4.53 -0.005
O 3.16 -1.11 -4.88 -0.643
N -0.16 -0.23 7.59 -0.542
C -0.20 -0.03 6.44 0.030
C -0.30 0.16 5.01 0.503
C -0.58 -0.95 4.20 -0.633
C -0.73 -0.80 2.82 -0.242
C -0.62 0.47 2.24 -0.013
S -1.05 0.71 0.48 1.359
C 0.25 0.34 -0.62 -0.797
Cl 1.00 1.59 -1.42 -0.235
O -2.12 -0.24 0.28 -0.667
O -1.32 2.12 0.45 -0.764
C -0.32 1.57 3.05 -0.331
C -0.17 1.42 4.42 -0.631
H -0.67 -1.93 4.67 0.374
H -1.02 -1.66 2.22 0.387
H 0.91 -0.42 -0.20 0.542
H -0.30 2.58 2.62 0.422
H 0.09 2.29 5.06 0.381
```

Computed properties:
Energy above the lowest of the compared OMol25 structures with the same formula, charge and spin ... 40.2 kcal/mol
HOMO level ... -3.8173 eV
Total charge ... -1
Kohn-Sham gap ... 4.34 eV
E_LUMO ... 0.527 eV

=====

Total energy (eV)
-134713.6712 -81284.0967 -10242.1686 -97724.8280